# 1
58
Properties=species:S:1:pos:R:3:forces:R:3 method="wB97M-V/def2-TZVPD" e_tot_ha=-1626.86991 gap_ev=8.3 homo_energy_ev=-7.7 de_lowest_kcal_mol=15.72 smiles="CC(C)OCCCNC(=S)N1CCC(C(=O)c2ccc3c(c2)OCCO3)CC1"
C -3.98022 -2.32026 0.76924 -0.213 0.420 0.128
H -4.18566 -3.21270 1.35287 0.005 -0.129 0.043
H -2.99857 -1.94248 1.04293 0.127 0.018 0.027
H -3.97199 -2.58272 -0.28548 -0.011 -0.063 -0.143
C -5.05156 -1.26708 1.03240 -0.080 -0.393 0.064
C -6.44457 -1.81113 0.71322 0.313 0.327 0.077
H -6.48457 -2.12938 -0.32542 -0.003 -0.052 -0.112
H -7.20293 -1.04703 0.86891 -0.108 0.031 0.016
H -6.66956 -2.65852 1.35457 -0.066 -0.103 0.072
O -4.75522 -0.13655 0.21529 0.187 -0.227 -0.188
C -5.20469 1.11166 0.71106 -0.116 0.288 0.308
C -4.16988 1.79150 1.61836 -0.001 -0.201 -0.462
C -3.02725 2.41273 0.82358 -0.060 0.244 0.433
N -2.36542 1.40214 0.02808 -0.228 -0.467 -0.260
C -1.36435 1.72809 -0.81398 0.119 0.116 -0.125
N -0.95555 0.80888 -1.72741 -0.211 0.065 0.204
C 0.30098 0.99000 -2.42855 0.349 0.187 -0.349
C 1.26928 -0.16531 -2.12971 -0.102 0.091 0.137
H 1.14765 -0.97573 -2.85115 0.059 -0.068 -0.017
H 2.29585 0.19279 -2.20278 -0.014 -0.013 -0.099
C 0.98123 -0.71204 -0.72384 -0.147 -0.350 -0.132
C 2.04957 -1.72532 -0.34454 -0.404 0.188 0.041
O 1.81137 -2.91443 -0.31043 0.081 0.034 -0.031
C 3.40829 -1.20671 -0.06548 0.640 -0.108 0.182
C 3.70242 0.13931 0.13894 0.127 -0.161 0.004
C 5.00363 0.54556 0.38841 0.149 -0.112 0.077
C 6.04270 -0.39462 0.40815 -0.198 0.059 -0.075
C 5.74445 -1.74276 0.23373 0.074 0.248 0.047
C 4.44703 -2.14064 0.00865 -0.142 0.060 -0.052
H 4.20750 -3.18325 -0.13120 -0.013 -0.074 -0.009
H 6.55431 -2.45340 0.27246 0.108 -0.091 -0.008
O 7.34535 -0.03422 0.59272 -0.185 -0.342 0.079
C 7.57664 1.35286 0.46276 -0.179 0.573 0.035
C 6.49019 2.13888 1.19407 0.544 -0.136 0.077
H 6.65217 3.21408 1.10950 0.044 -0.098 0.036
O 5.23080 1.87709 0.61712 -0.264 -0.113 -0.214
H 6.48461 1.84809 2.25373 -0.009 0.064 -0.096
H 8.56261 1.54347 0.88856 -0.093 0.038 -0.050
H 7.57259 1.63196 -0.59952 0.037 -0.036 0.108
H 2.94772 0.90841 0.13327 -0.153 0.111 -0.026
C -0.42010 -1.33986 -0.70406 0.034 0.048 -0.054
H -0.34991 -2.39110 -0.98763 -0.025 0.020 0.063
H -0.81703 -1.29124 0.31094 -0.040 -0.051 0.005
C -1.33927 -0.58673 -1.67556 -0.065 -0.234 0.255
H -2.38795 -0.70438 -1.40197 0.009 -0.032 -0.117
H -1.22388 -0.97871 -2.68977 -0.106 -0.012 0.070
H 1.01474 0.12158 -0.01731 0.026 0.022 -0.008
H 0.72444 1.94202 -2.10019 -0.074 -0.232 -0.140
H 0.10474 1.05360 -3.50472 0.048 0.035 0.045
S -0.67604 3.24084 -0.72246 0.280 0.729 0.128
H -2.94026 0.58994 -0.15706 0.134 -0.064 -0.027
H -2.29202 2.86530 1.49732 -0.172 0.007 -0.131
H -3.40895 3.21437 0.17590 0.077 -0.063 0.096
H -4.66153 2.57586 2.19413 0.010 0.016 0.040
H -3.76929 1.05474 2.31803 -0.056 -0.015 0.117
H -6.15074 0.98758 1.24989 0.000 -0.017 -0.084
H -5.39119 1.73402 -0.16949 -0.063 0.010 0.099
H -5.01271 -0.96901 2.09090 0.024 0.008 -0.106


# 2
59
Properties=species:S:1:pos:R:3:forces:R:3 method="wB97M-V/def2-TZVPD" e_tot_ha=-2025.06895 gap_ev=8.9 homo_energy_ev=-8.2 de_lowest_kcal_mol=0.00 smiles="CC(C)S(=O)(=O)NC[C@H](C)c1ccc(-c2ccc(CCNS(C)(=O)=O)cc2)cc1"
C -1.55834 -4.70760 4.16692 -0.144 -0.018 -0.108
C -1.23888 -3.32831 4.69862 0.558 0.245 -0.508
C -0.39736 -3.32490 5.95475 -0.032 0.148 0.130
H -0.93425 -3.78038 6.78442 -0.049 -0.049 0.029
H -0.13938 -2.30179 6.21538 0.032 0.030 0.180
H 0.52121 -3.87976 5.77931 0.073 -0.106 0.072
H -2.14389 -2.73397 4.82426 -0.013 0.117 -0.087
S -0.28979 -2.44023 3.41603 -0.338 -0.473 0.102
O 0.08975 -1.16099 3.94188 0.176 -0.018 0.328
O -1.01894 -2.49392 2.17978 -0.041 -0.271 0.009
N 1.07002 -3.42425 3.28807 -0.789 0.393 -0.023
H 1.00659 -3.95428 2.43173 -0.153 -0.093 -0.159
C 2.37314 -2.82271 3.48303 0.452 0.080 0.136
H 2.20624 -1.93377 4.09326 0.262 -0.010 0.030
H 3.00153 -3.52650 4.04228 -0.011 0.147 -0.008
C 3.05903 -2.44130 2.16179 -0.062 0.128 0.197
C 2.13371 -1.57692 1.34103 0.152 -0.125 -0.220
C 1.81679 -0.28243 1.73287 0.124 -0.019 -0.123
C 0.96421 0.49416 0.97560 -0.026 -0.012 -0.055
C 0.39253 -0.00247 -0.19252 0.190 -0.198 0.129
C 0.69166 -1.30659 -0.57223 -0.064 0.116 -0.018
C 1.55184 -2.07767 0.18404 0.064 0.015 0.051
H 1.77932 -3.08583 -0.13835 0.051 -0.081 -0.010
H 0.26407 -1.71289 -1.47707 -0.040 -0.018 -0.099
C -0.48218 0.83921 -1.02054 -0.148 0.191 -0.161
C -1.63696 0.32093 -1.60197 0.081 0.016 0.040
C -2.43900 1.11231 -2.40163 0.040 0.040 -0.040
C -2.11454 2.44245 -2.64224 -0.116 0.062 0.037
C -0.96456 2.96403 -2.05840 -0.122 -0.003 0.040
C -0.16145 2.17381 -1.25758 0.006 -0.131 0.039
H 0.73652 2.59076 -0.82626 0.100 0.030 0.042
H -0.69617 3.99701 -2.23299 0.027 0.095 0.012
C -2.94603 3.28413 -3.56621 0.105 -0.065 -0.181
H -2.88339 4.33560 -3.28346 -0.122 -0.054 0.030
H -3.99105 2.97074 -3.53596 -0.021 0.038 0.030
C -2.44005 3.15531 -5.01296 -0.631 0.058 0.048
N -1.05407 3.53944 -5.17118 0.397 0.798 0.051
S -0.72164 5.18005 -5.11624 0.445 -0.170 -0.763
O -1.91648 5.93521 -4.87270 -0.209 -0.137 -0.204
O 0.40708 5.37937 -4.25444 0.195 -0.206 -0.040
C -0.20593 5.46963 -6.82130 -0.250 -0.071 0.846
H 0.03735 6.51856 -6.92936 0.014 0.195 0.066
H -1.03389 5.19983 -7.46177 -0.148 -0.065 -0.145
H 0.65854 4.84963 -7.01241 0.137 -0.127 -0.036
H -0.44738 3.05797 -4.52114 0.247 0.001 0.095
H -2.54207 2.12270 -5.36022 -0.016 0.117 -0.029
H -3.01932 3.81422 -5.66099 -0.157 -0.205 -0.022
H -3.33448 0.69637 -2.84281 -0.104 -0.043 -0.023
H -1.91364 -0.70373 -1.40381 -0.039 -0.115 0.027
H 0.71636 1.49150 1.30666 -0.031 0.108 0.032
H 2.22919 0.12453 2.64292 0.030 0.043 0.125
C 4.40251 -1.76231 2.42864 -0.152 -0.259 -0.065
H 4.26930 -0.84960 3.00233 0.010 0.124 0.072
H 4.88665 -1.51013 1.48804 0.066 0.043 -0.031
H 5.05687 -2.42719 2.98850 0.119 -0.027 0.080
H 3.24741 -3.36846 1.60457 -0.049 0.062 0.010
H -2.25366 -5.22595 4.82453 -0.017 -0.007 0.064
H -0.64660 -5.29444 4.08814 0.058 -0.116 0.027
H -2.00406 -4.61820 3.17935 -0.117 -0.149 -0.050